No. 1
Here is a structure of composition C18H33FeN5O6 from the OMol25 dataset. Energies are from wB97M-V/def2-TZVPD.

The calculation puts the orbital gap (spin up / spin down) at 4.8 / 6.4 eV. The value obtained for the HOMO energy (spin up / spin down) is -5.0 / -6.7 eV.

Geometry as ORCA input:
```
! RIJCOSX wB97M-V def2-TZVPD def2/J DEFGRID3
* xyz 0 5
Fe -0.431 -0.041 -0.975
O -1.593 1.991 0.751
O 1.316 0.477 -3.112
O -2.378 -0.337 1.200
O -1.112 0.394 -4.542
O -0.032 -1.899 -3.140
O -4.509 2.846 -0.780
N -1.762 -0.835 0.096
N -0.658 1.610 -0.088
N -0.742 -1.554 -2.020
N 0.712 0.940 -2.063
N 1.287 0.055 3.717
C -2.964 -2.958 0.648
C 0.327 2.526 -0.402
C -2.023 1.020 -3.610
C 2.491 0.913 3.617
C 0.628 -0.237 2.381
C 2.224 -1.472 -0.764
C 3.335 -2.207 -0.287
C 0.311 0.616 4.696
C 1.037 2.192 -1.574
C 2.597 -1.762 1.961
C 1.298 -0.899 0.079
C 3.518 -2.356 1.086
C -1.575 -2.489 -1.485
C -2.110 -2.109 -0.226
C -1.855 -3.782 -2.146
C 2.108 2.976 -2.223
C 0.568 3.700 0.476
C 1.529 -0.984 1.448
H -3.655 -3.565 0.049
H 4.366 -2.927 1.482
H 1.101 3.419 1.401
H 3.233 0.430 2.985
H 0.311 0.731 1.971
H 1.575 -0.861 4.082
H -0.010 1.609 4.360
H 2.744 -1.912 3.040
H -1.536 -4.622 -1.512
H -0.284 -0.806 2.613
H -0.373 4.186 0.762
H -2.165 0.688 1.115
H -3.542 -2.348 1.349
H 3.100 2.558 -2.019
H -4.939 2.088 -1.216
H 2.196 1.882 3.203
H 0.807 0.684 5.671
H 1.209 4.429 -0.037
H -3.803 2.437 -0.246
H -1.491 1.795 -3.054
H -1.334 -3.842 -3.106
H 2.147 -1.363 -1.843
H -2.936 -3.905 -2.303
H 2.891 1.040 4.628
H -1.490 0.474 -5.433
H 0.461 -1.043 -3.377
H 4.031 -2.650 -1.000
H -2.485 0.285 -2.939
H -0.550 -0.060 4.751
H 1.969 2.991 -3.310
H -2.812 1.507 -4.178
H -2.373 -3.670 1.246
H 2.099 4.007 -1.854
*
```

Partial atomic charges computed with the Mulliken method, in multiples of e:
1. Fe -2.4972
2. O -0.9402
3. O -0.8610
4. O -0.7552
5. O -0.4714
6. O -0.6127
7. O -0.6716
8. N 1.2263
9. N 1.3131
10. N 0.9049
11. N 1.2809
12. N 0.0937
13. C -1.7481
14. C 0.5139
15. C -0.3494
16. C -0.7360
17. C -0.6980
18. C -0.2322
19. C -0.8843
20. C -0.7831
21. C -0.0235
22. C -0.5799
23. C -0.1380
24. C -0.8731
25. C 0.3234
26. C 0.4476
27. C -1.7382
28. C -1.6536
29. C -1.3046
30. C 2.0079
31. H 0.4171
32. H 0.3646
33. H 0.0058
34. H 0.3693
35. H 0.2526
36. H 0.3605
37. H 0.3328
38. H 0.2539
39. H 0.3090
40. H 0.2790
41. H 0.2793
42. H 0.4973
43. H 0.3967
44. H 0.2581
45. H 0.3033
46. H 0.2414
47. H 0.3685
48. H 0.4161
49. H 0.3641
50. H 0.0339
51. H 0.3937
52. H 0.1722
53. H 0.3290
54. H 0.3869
55. H 0.2992
56. H 0.4425
57. H 0.4319
58. H -0.0236
59. H 0.3301
60. H 0.3276
61. H 0.5428
62. H 0.2352
63. H 0.4688

---

No. 2
Here is a structure of composition C18H33FeN5O6 from the OMol25 dataset. Energies are from wB97M-V/def2-TZVPD.

The calculation puts the orbital gap (spin up / spin down) at 5.4 / 7.2 eV. The value obtained for the HOMO energy (spin up / spin down) is -8.8 / -11.4 eV.

Geometry as ORCA input:
```
! RIJCOSX wB97M-V def2-TZVPD def2/J DEFGRID3
* xyz 1 6
Fe -0.482 0.618 -0.421
O 3.074 3.778 -1.965
O -2.053 -0.021 -2.726
O 2.419 0.886 -0.743
O -3.228 1.857 -0.698
O 1.506 1.727 1.499
O -2.504 2.594 -3.413
N -0.914 -0.104 -2.140
N 1.298 0.308 -1.103
N -2.002 1.808 -0.058
N 1.977 -2.649 2.207
N 0.218 1.680 1.039
C -0.269 -1.752 1.498
C 3.392 -2.290 2.515
C 0.109 -0.817 -2.752
C 1.915 -3.863 1.359
C 1.202 -1.465 1.647
C -0.895 -2.740 2.294
C -1.026 -1.029 0.572
C 1.348 -0.638 -2.108
C -3.093 3.262 1.660
C -0.339 3.022 3.052
C -2.247 -3.061 2.111
C -0.675 2.418 1.741
C -0.171 -1.724 -3.889
C 2.592 -1.399 -2.381
C -2.987 -2.379 1.147
C -1.154 3.026 -3.195
C -1.940 2.517 1.094
C -2.357 -1.380 0.380
H -3.043 1.598 -1.642
H 0.882 -4.184 1.241
H 3.390 -1.411 3.168
H -0.751 -2.603 -3.568
H 2.028 1.481 0.644
H 1.405 -0.637 2.342
H 0.769 -2.078 -4.331
H 2.497 -4.642 1.860
H 2.310 4.335 -1.743
H -0.658 2.358 3.871
H -2.974 3.304 -3.881
H 2.830 2.889 -1.657
H 2.495 -1.964 -3.314
H 3.457 -0.729 -2.465
H 1.516 -2.853 3.105
H -0.751 -1.201 -4.660
H -3.980 3.118 1.037
H -0.880 3.828 -3.895
H -2.953 -0.874 -0.376
H 2.796 -2.132 -1.583
H -4.039 -2.610 0.978
H -0.497 2.171 -3.378
H 1.695 -1.200 0.699
H -1.041 3.388 -2.166
H -3.299 2.928 2.688
H 3.910 -2.072 1.572
H -0.342 -3.287 3.069
H 3.860 -3.142 3.021
H -2.716 -3.838 2.721
H -2.852 4.335 1.711
H 2.363 -3.638 0.385
H -0.880 3.969 3.172
H 0.736 3.203 3.154
*
```

Partial atomic charges computed with the Mulliken method, in multiples of e:
1. Fe -2.3406
2. O -0.6645
3. O -0.6175
4. O -0.8891
5. O -0.5724
6. O -0.6729
7. O -0.5087
8. N 1.1377
9. N 1.3297
10. N 0.9969
11. N 0.0536
12. N 1.1319
13. C 1.9877
14. C -0.7577
15. C -0.2094
16. C -0.7053
17. C -0.6651
18. C -0.6207
19. C 0.1892
20. C 0.5353
21. C -1.6910
22. C -1.6773
23. C -0.9316
24. C 0.4929
25. C -1.5453
26. C -1.2897
27. C -0.8976
28. C -0.3221
29. C 0.1489
30. C -0.5191
31. H 0.4044
32. H 0.3827
33. H 0.3266
34. H 0.2849
35. H 0.5316
36. H 0.3060
37. H 0.4283
38. H 0.3902
39. H 0.3019
40. H 0.2867
41. H 0.3052
42. H 0.3766
43. H 0.4025
44. H 0.2967
45. H 0.3597
46. H 0.3358
47. H 0.3929
48. H 0.4706
49. H 0.3899
50. H 0.0269
51. H 0.4479
52. H 0.0751
53. H 0.3192
54. H 0.0211
55. H 0.3730
56. H 0.3368
57. H 0.3198
58. H 0.3734
59. H 0.3950
60. H 0.3634
61. H 0.2239
62. H 0.4311
63. H 0.4141

---

Number 1: strongest force on any atom 3.87 eV Å⁻¹, molecular weight 471.336 g mol⁻¹. Number 2: strongest force on any atom 4.17 eV Å⁻¹, molecular weight 471.336 g mol⁻¹.